Computed, not measured: a 12-piece molecular cluster, C20H65F6N3O11P overall, with the ωB97M-V functional and the def2-TZVPD basis.

The HOMO energy is -7.37 eV.

Geometry as ORCA input:
```
! wB97M-V def2-TZVPD RIJCOSX def2/J DEFGRID3
* xyz -1 1
P -0.14250 -0.97940 -1.32516
F -1.10216 -2.12996 -0.71590
F 0.65702 -2.14210 -2.10880
F -1.05393 -0.77189 -2.64065
F 0.81534 0.20609 -1.86741
F -1.08525 0.07607 -0.62690
F 0.95348 -1.05576 -0.06099
C -7.33394 -1.75892 0.98543
C -6.62440 -2.68047 0.00957
O -6.22612 -2.16792 -1.16795
H -6.74667 -0.93147 1.38362
H -7.66411 -2.32993 1.85320
H -8.24206 -1.30169 0.59253
H -7.21923 -3.50662 -0.37999
H -5.77474 -3.25197 0.38313
H -5.35870 -1.75697 -1.15091
C 0.93477 -9.18109 -5.30307
C 1.59715 -8.03819 -4.56149
O 1.96518 -8.39799 -3.27321
H 1.49402 -9.99862 -4.84812
H 1.01432 -9.08115 -6.38556
H -0.12902 -9.30683 -5.10152
H 1.08451 -7.07762 -4.61241
H 2.49139 -7.79512 -5.13539
H 1.30200 -8.09617 -2.64815
C -2.75060 -3.24633 6.53939
C -3.17819 -2.94600 5.12162
O -2.19180 -2.17578 4.52089
H -1.71143 -3.56284 6.62917
H -3.27057 -4.19519 6.67139
H -3.16082 -2.55048 7.27123
H -4.17735 -2.51339 5.17296
H -3.26083 -3.87824 4.56289
H -2.13333 -2.18223 3.56269
C 5.13697 2.09328 3.35226
C 5.88133 3.20890 2.61830
O 7.06370 2.56968 2.06449
H 4.20870 2.46615 3.78513
H 5.77798 1.76004 4.16844
H 4.76988 1.21982 2.81334
H 6.21123 4.00644 3.28404
H 5.16497 3.61819 1.90597
H 6.75812 1.96285 1.38627
C 0.41600 3.99050 9.51950
C -1.02719 3.58237 9.50657
C -1.60826 3.88635 8.07952
O -0.74764 3.40001 7.01467
C -1.24870 3.38903 5.63904
N -1.14679 2.19711 10.01357
H 0.66622 4.83826 8.88170
H 0.96267 3.09554 9.22233
H 0.80939 4.12231 10.52746
H -1.61045 4.22875 10.16238
H -1.66747 4.96983 7.97629
H -2.56189 3.35948 8.04618
H -2.13507 2.75863 5.56810
H -0.43879 3.05851 4.98872
H -1.50675 4.37165 5.24410
H -0.82984 1.59255 9.26916
H -0.48410 2.13347 10.77310
C 8.45138 -0.89905 -3.06176
C 6.93841 -0.60880 -3.38185
C 6.35703 -1.62762 -4.46267
O 7.20150 -1.44382 -5.60986
C 6.89239 -2.36503 -6.64987
N 6.23707 -0.69418 -2.06089
H 8.85831 -0.20797 -2.32358
H 9.13369 -0.74633 -3.89796
H 8.63305 -1.90772 -2.69073
H 6.77568 0.35404 -3.86616
H 5.27518 -1.55918 -4.57673
H 6.23360 -2.62010 -4.02928
H 5.89047 -2.79111 -6.70204
H 7.63301 -3.14938 -6.49377
H 7.14845 -1.97456 -7.63479
H 6.27804 -1.56781 -1.55574
H 5.23731 -0.55716 -2.10356
C -7.20138 5.69103 -2.10942
C -5.71187 5.55214 -2.33635
C -5.19177 5.01734 -3.75581
O -3.78118 4.78121 -3.69433
C -3.29113 4.17385 -4.91527
N -5.08888 6.84582 -2.11461
H -7.41890 6.04465 -1.10158
H -7.68277 4.73539 -2.31711
H -7.73068 6.33184 -2.81461
H -5.29567 4.94528 -1.53225
H -5.39740 5.78029 -4.50662
H -5.68911 4.11526 -4.11219
H -2.32172 3.95697 -4.46659
H -3.21159 4.72134 -5.85443
H -3.72753 3.17719 -4.98088
H -5.15341 6.96420 -1.11365
H -4.08330 6.87143 -2.20541
O 0.34654 4.96189 -0.94996
H 0.76128 4.62790 -1.74537
H -0.35088 4.33404 -0.76117
O 0.77116 -0.43442 -6.60845
H 1.51723 -0.24876 -6.03824
H 0.03258 -0.54351 -6.00941
O -2.99011 -5.19990 -6.76719
H -2.28217 -5.80674 -6.98358
H -2.67756 -4.73305 -5.99222
O 4.63333 -4.31210 0.12936
H 3.89597 -3.91213 -0.33169
H 4.56067 -5.24621 -0.06655
*
```


Computed, not measured: a 10-piece molecular cluster, C20H65N5O10 overall, with the ωB97M-V functional and the def2-TZVPD basis.

The HOMO energy is -9.11 eV. Its structure (SMILES) is COC[C@H](C)N.COC[C@H](C)N.COC[C@H](C)N.COC[C@H](C)N.COC[C@H](C)N.O.O.O.O.O.

Geometry as ORCA input:
```
! wB97M-V def2-TZVPD RIJCOSX def2/J DEFGRID3
* xyz 0 1
C -7.63017 -10.00811 -20.13215
O -6.26502 -9.67923 -20.27046
C -5.79838 -8.69376 -19.39773
C -6.44199 -7.30630 -19.55248
C -6.30239 -6.81605 -20.98478
N -5.77049 -6.36769 -18.63189
H -8.27960 -9.16976 -20.41258
H -7.83849 -10.21600 -19.07427
H -7.83912 -10.85042 -20.78157
H -5.98012 -8.99501 -18.34691
H -4.71284 -8.63338 -19.49261
H -7.49806 -7.38702 -19.28391
H -5.39434 -7.12961 -21.49998
H -6.36367 -5.72675 -21.04776
H -7.15114 -7.17964 -21.56885
H -4.85686 -6.18368 -19.04245
H -5.60149 -6.83863 -17.74637
C -6.04287 -8.21331 -15.24117
O -6.15812 -6.80712 -15.32138
C -5.55154 -6.14612 -14.22210
C -5.87345 -4.66833 -14.26832
C -5.31709 -3.95357 -15.49727
N -5.48335 -4.07797 -12.99433
H -6.22368 -8.57909 -14.22324
H -5.04855 -8.54956 -15.54494
H -6.83909 -8.65318 -15.84051
H -6.02376 -6.53555 -13.31072
H -4.47162 -6.32427 -14.13986
H -6.95982 -4.56496 -14.36139
H -5.52419 -2.88210 -15.46008
H -5.76494 -4.31883 -16.42351
H -4.23742 -4.10122 -15.61980
H -4.53951 -4.35562 -12.72230
H -5.34040 -3.07410 -13.07480
C -8.49382 -3.94344 -20.37548
O -9.61964 -3.13200 -20.62397
C -10.78403 -3.42089 -19.85690
C -10.95136 -2.48228 -18.65729
C -10.03207 -2.75589 -17.47104
N -12.34817 -2.49855 -18.16875
H -7.78500 -3.77334 -21.18387
H -8.73669 -5.01121 -20.32931
H -7.99262 -3.65569 -19.44343
H -11.59380 -3.17458 -20.55138
H -10.83475 -4.48812 -19.61521
H -10.68339 -1.49551 -19.04781
H -10.23450 -2.05721 -16.66113
H -9.00420 -2.64416 -17.82632
H -10.11685 -3.78091 -17.10304
H -12.38339 -3.23454 -17.46397
H -12.95042 -2.89723 -18.88889
C -1.72216 -2.03806 -15.38638
O -1.92294 -1.51729 -16.67219
C -2.80742 -0.38505 -16.63210
C -2.90626 0.21719 -18.02326
C -1.60172 0.83390 -18.49372
N -3.91581 1.28988 -17.93814
H -1.14901 -1.37890 -14.72116
H -1.09051 -2.92873 -15.45834
H -2.64801 -2.32042 -14.87803
H -3.77949 -0.66162 -16.21757
H -2.31967 0.35977 -15.99262
H -3.25135 -0.53733 -18.74315
H -0.88425 0.02155 -18.65148
H -1.14259 1.54662 -17.80989
H -1.76479 1.35428 -19.43841
H -4.06268 1.68343 -18.86095
H -4.81206 0.88245 -17.68307
C 0.21488 -5.88533 -15.51140
O 0.45712 -6.69781 -16.62860
C -0.31900 -6.39102 -17.78203
C -1.78759 -6.80007 -17.63091
C -1.93332 -8.32078 -17.58639
N -2.61753 -6.29045 -18.71395
H 0.63433 -4.87736 -15.68105
H 0.71451 -6.34212 -14.66343
H -0.83674 -5.66437 -15.29526
H -0.22030 -5.31712 -17.99215
H 0.14362 -6.93702 -18.60568
H -2.13919 -6.44263 -16.66255
H -2.99730 -8.54528 -17.49315
H -1.39561 -8.71798 -16.72523
H -1.57805 -8.80898 -18.49610
H -2.25998 -6.58482 -19.61657
H -2.67028 -5.27257 -18.73683
O -6.45051 -1.05336 -17.27227
H -6.07256 -1.89473 -17.56783
H -7.39613 -1.13467 -17.43115
O -6.14170 -1.52902 -20.80683
H -5.58965 -1.93516 -20.12107
H -6.92079 -1.22568 -20.33213
O -5.15044 -3.23256 -18.71784
H -5.41707 -4.15605 -18.82852
H -4.19840 -3.21040 -18.93533
O -8.08667 -5.59476 -16.86264
H -7.46581 -6.00554 -16.23757
H -7.65880 -5.66046 -17.71998
O -2.37046 -3.30314 -18.74522
H -2.00354 -2.96954 -19.57217
H -1.89631 -2.80573 -18.04950
*
```